# 1
Density functional theory data (ωB97M-V/def2-TZVPD) for a 2-piece molecular cluster, C9H16NO overall at a distorted geometry.

XYZ file:
```
27
Properties=species:S:1:pos:R:3:lowdin_charge:R:1
C -1.076 0.807 2.931 -0.109
C 2.045 1.109 0.761 -0.098
C 0.990 1.404 1.641 -0.121
C 2.231 -0.253 0.465 -0.393
C 0.100 0.444 2.090 -0.365
C 1.388 -1.264 0.928 -0.119
C 0.220 -0.933 1.653 -0.147
O 3.225 -0.684 -0.395 -0.020
H 2.816 1.776 0.391 0.080
H 0.991 2.438 1.962 0.092
H 3.442 0.073 -0.962 0.084
H 1.589 -2.314 0.847 0.076
H -2.023 0.424 2.467 0.070
H -1.172 1.875 3.164 0.064
H -0.455 -1.527 2.256 0.065
H -0.842 0.398 3.942 0.082
C -0.685 -0.099 -1.858 -0.210
C -1.884 0.597 -2.432 -0.113
N -0.847 -1.541 -2.264 0.161
H 0.270 0.372 -2.138 0.125
H -0.682 -0.098 -0.755 0.100
H -2.710 -0.014 -2.831 0.075
H -1.733 1.394 -3.181 0.080
H -0.930 -1.724 -3.265 0.150
H -0.074 -2.087 -1.834 0.152
H -1.733 -1.842 -1.842 0.144
H -2.460 1.271 -1.742 0.096
```

Output
- ΔE to the lowest compared entry with this formula, charge and spin (kJ/mol) = 147.4
- HOMO level (alpha / beta) (eV) = -2.560 / -6.726
- HOMO-LUMO gap (alpha / beta) (eV) = 2.2111 / 6.2294
- spin multiplicity = 2
- LUMO energy (alpha / beta) (eV) = -0.349 / -0.497
- electronic energy (eV) = -13125.0309

# 2
Density functional theory data (ωB97M-V/def2-TZVPD) for a 2-piece molecular cluster, C9H16NO overall at a distorted geometry.

XYZ file:
```
27
Properties=species:S:1:pos:R:3:lowdin_charge:R:1
C -2.627 0.381 0.246 -0.185
C -2.801 1.492 -0.757 -0.063
N -1.676 0.712 1.380 0.208
H -3.558 0.102 0.743 0.132
H -2.302 -0.559 -0.182 0.123
H -1.987 2.199 -0.920 0.083
H -3.569 2.175 -0.413 0.082
H -1.903 1.475 2.015 0.179
H -1.588 -0.177 1.853 0.165
H -0.756 0.963 1.005 0.124
H -3.143 1.038 -1.685 0.096
C 1.218 -2.827 -1.208 -0.042
C 1.847 0.954 0.712 -0.351
C 2.428 -0.207 1.194 -0.008
C 1.250 0.902 -0.541 -0.061
C 2.443 -1.355 0.419 -0.018
C 0.967 -0.321 -1.149 -0.061
C 1.584 -1.466 -0.677 -0.277
O 1.840 2.126 1.439 0.033
H 2.855 -0.232 2.190 0.126
H 1.857 2.865 0.813 0.113
H 0.881 1.788 -1.055 0.117
H 2.885 -2.223 0.890 0.124
H 0.465 -0.293 -2.108 0.119
H 1.144 -3.499 -0.374 0.076
H 1.896 -3.217 -1.957 0.084
H 0.350 -2.797 -1.876 0.081
```

Output
- ΔE to the lowest compared entry with this formula, charge and spin (kJ/mol) = 62.8
- HOMO level (eV) = -11.799
- HOMO-LUMO gap (eV) = 8.4752
- spin multiplicity = 1
- LUMO energy (eV) = -3.324
- total charge = +1
- electronic energy (eV) = -13123.2059

# 3
Density functional theory data (ωB97M-V/def2-TZVPD) for an isolated ion of composition C9H16NO2 and charge +1 at a distorted geometry.

XYZ file:
```
28
Properties=species:S:1:pos:R:3:lowdin_charge:R:1
C -2.029 -1.400 -0.690 -0.032
C -2.745 -0.473 0.238 -0.267
C -3.323 0.597 -0.257 -0.089
C -0.070 -0.151 -0.219 -0.021
C -2.720 -0.686 1.715 -0.028
C 1.254 2.332 0.326 -0.014
C 1.892 -0.320 0.996 0.026
C 1.788 -1.029 -1.493 0.023
C 1.802 1.336 -0.692 -0.129
N 1.431 -0.100 -0.400 -0.302
O -3.974 1.469 -0.729 0.206
O -0.555 -1.216 -0.707 -0.038
H -2.220 -1.400 -1.678 0.107
H -2.016 -2.397 -0.467 0.116
H -3.570 -1.293 1.993 0.091
H -1.854 -1.216 1.883 0.039
H -2.550 0.347 2.297 0.151
H 1.781 2.320 1.180 0.045
H 1.245 3.250 -0.068 0.050
H 0.148 2.235 0.611 0.133
H 1.613 -1.365 1.267 0.145
H 2.889 -0.341 1.141 0.083
H 1.487 0.385 1.564 0.048
H 2.944 -0.863 -1.593 0.150
H 1.649 -2.084 -1.148 0.132
H 1.387 -0.632 -2.459 0.133
H 2.818 1.264 -0.876 0.109
H 1.501 1.432 -1.736 0.136
```

Output
- ΔE to the lowest compared entry with this formula, charge and spin (kJ/mol) = 189.8
- HOMO level (alpha / beta) (eV) = -11.152 / -12.418
- HOMO-LUMO gap (alpha / beta) (eV) = 8.6934 / 6.9265
- spin multiplicity = 3
- LUMO energy (alpha / beta) (eV) = -2.458 / -5.491
- total charge = +1
- electronic energy (eV) = -15162.9471

# 4
Density functional theory data (ωB97M-V/def2-TZVPD) for C9H16NOP as an isolated structure at a distorted geometry.

XYZ file:
```
28
Properties=species:S:1:pos:R:3:lowdin_charge:R:1
C 2.269 0.849 0.010 -0.034
C 1.031 1.650 0.171 -0.274
C 2.170 -0.449 -0.099 -0.297
C -0.118 1.017 -0.047 -0.034
C 0.889 -1.191 -0.248 -0.168
C -0.279 -0.356 -0.660 -0.374
C 1.162 3.019 0.787 -0.057
C 3.353 -1.425 -0.028 -0.049
C -1.581 -1.131 -0.429 -0.071
N -5.431 -0.235 1.806 -0.009
O -5.419 -0.023 0.069 -0.736
P -4.496 0.909 -0.592 0.775
H 3.381 1.274 0.100 0.160
H 1.119 -1.986 -0.912 0.119
H 0.535 -1.532 0.707 0.119
H -0.231 -0.251 -1.805 0.166
H 0.238 3.587 0.609 0.079
H 1.997 3.492 0.314 0.063
H 1.246 3.079 1.872 0.081
H 3.852 -1.478 -0.962 0.061
H 2.941 -2.323 0.430 0.074
H 4.169 -1.002 0.662 0.100
H -1.452 -1.939 0.486 0.142
H -1.732 -1.680 -1.258 0.026
H -2.396 -0.437 -0.167 -0.024
H -6.376 -0.022 2.142 0.015
H -5.173 -1.231 2.058 0.043
H -1.101 1.539 -0.057 0.106
```

Output
- ΔE to the lowest compared entry with this formula, charge and spin (kJ/mol) = 295.6
- HOMO level (alpha / beta) (eV) = -7.256 / -7.258
- HOMO-LUMO gap (alpha / beta) (eV) = 6.4072 / 6.4092
- spin multiplicity = 1
- LUMO energy (alpha / beta) (eV) = -0.849 / -0.848
- electronic energy (eV) = -22412.3145

# 5
Density functional theory data (ωB97M-V/def2-TZVPD) for a 2-piece molecular cluster, C9H16NS2 overall at a distorted geometry.

XYZ file:
```
28
Properties=species:S:1:pos:R:3:lowdin_charge:R:1
C 3.351 -2.064 -0.157 0.169
C 2.627 -1.165 0.168 -0.167
C -2.632 0.647 0.364 -0.472
C -1.593 1.510 -0.378 -0.469
C -0.848 -1.703 0.136 -0.574
C 0.023 -0.915 -0.846 -0.363
C -2.018 -2.437 -0.543 -0.100
C 2.094 2.115 1.103 0.016
C 1.637 -0.201 0.374 -0.215
N 2.166 1.124 -0.035 0.000
S -1.656 -0.560 1.404 0.872
S -0.468 0.654 -1.681 0.901
H 4.111 -2.785 -0.139 0.038
H -3.068 1.410 0.960 0.062
H -3.429 0.012 -0.280 0.136
H -2.111 2.272 -1.001 0.082
H -1.031 1.928 0.490 0.063
H -0.083 -2.242 0.636 0.092
H 0.502 -1.468 -1.524 0.031
H -2.467 -1.981 -1.425 0.089
H -2.734 -2.594 0.128 0.017
H -1.579 -3.346 -0.989 0.102
H 1.217 1.891 1.886 0.149
H 2.935 1.970 1.760 0.103
H 1.850 3.015 0.682 0.063
H 1.111 -0.366 1.329 0.107
H 1.522 1.347 -0.873 0.098
H 3.116 1.123 -0.377 0.169
```

Output
- ΔE to the lowest compared entry with this formula, charge and spin (kJ/mol) = 443.6
- HOMO level (eV) = -12.190
- HOMO-LUMO gap (eV) = 9.1019
- spin multiplicity = 1
- LUMO energy (eV) = -3.088
- total charge = +1
- electronic energy (eV) = -32741.2918

# 6
Density functional theory data (ωB97M-V/def2-TZVPD) for C9H17AlCl4FINO2S as an isolated structure at a distorted geometry.

XYZ file:
```
37
Properties=species:S:1:pos:R:3:lowdin_charge:R:1
C -0.430 -3.253 0.713 -0.172
C 0.274 -1.917 0.463 -0.815
I 1.948 -2.187 -0.905 0.748
C 0.760 -1.183 1.720 -0.353
Al 0.110 0.710 1.897 0.031
S 1.598 2.197 1.055 0.323
C -1.687 0.767 0.879 -0.429
O -1.879 1.056 -0.281 -0.020
N -2.891 0.403 1.632 0.121
C -3.872 -0.434 1.141 -0.542
O -4.948 -0.641 1.592 0.137
F -3.486 -1.085 0.013 0.084
H -0.133 -3.659 1.682 0.069
H -0.212 -3.997 -0.051 0.036
H -1.514 -3.097 0.721 0.066
H -0.377 -1.283 -0.138 0.025
H 0.426 -1.734 2.609 0.042
H 1.850 -1.149 1.772 0.015
H -0.276 1.119 3.413 -0.080
H 2.255 1.349 0.254 -0.295
H -2.672 0.186 2.600 0.111
Cl 6.220 1.825 2.382 0.534
C 6.669 1.749 0.660 -0.672
C 5.478 1.537 -0.240 -0.659
Cl 4.748 -0.074 -0.042 0.498
H 7.391 0.944 0.545 0.061
H 7.146 2.696 0.412 0.067
H 5.797 1.619 -1.278 0.071
H 4.698 2.271 -0.045 0.053
Cl -2.859 2.155 -3.927 0.528
C -3.841 1.242 -2.747 -0.661
C -4.384 -0.037 -3.317 -0.656
Cl -5.629 0.233 -4.581 0.500
H -4.639 1.899 -2.408 0.071
H -3.184 1.019 -1.908 0.029
H -4.861 -0.610 -2.524 0.065
H -3.595 -0.634 -3.766 0.069
```

Output
- HOMO level (eV) = -5.548
- HOMO-LUMO gap (eV) = 8.0242
- spin multiplicity = 1
- LUMO energy (eV) = 2.477
- total charge = -1
- electronic energy (eV) = -93538.5741

# 7
Density functional theory data (ωB97M-V/def2-TZVPD) for C9H17AsClN2O4S5SbW as an isolated structure at a distorted geometry.

XYZ file:
```
41
Properties=species:S:1:pos:R:3:lowdin_charge:R:1
W 0.705 1.829 0.333 0.441
S 3.180 6.515 1.313 -0.267
Sb 2.298 4.480 1.532 0.191
S 1.703 1.592 2.260 0.046
S 0.081 4.098 0.469 0.028
S 2.794 2.973 -0.354 -0.057
C 2.162 -1.865 0.014 -0.330
As 2.441 -0.032 -0.584 0.892
C 2.536 -0.254 -2.503 -0.265
C 4.299 0.152 -0.081 -0.319
H 2.990 -2.472 -0.348 0.033
H 1.230 -2.271 -0.373 -0.003
H 2.142 -1.883 1.103 0.027
H 3.289 -1.003 -2.745 0.039
H 2.800 0.704 -2.946 0.034
H 1.561 -0.559 -2.877 0.023
H 4.794 -0.806 -0.240 0.033
H 4.352 0.442 0.966 0.019
H 4.763 0.928 -0.682 0.007
O 0.597 1.978 -2.037 -0.542
Cl -0.832 1.664 -2.223 0.682
O -1.445 2.538 -3.142 -0.237
O -1.368 1.889 -0.854 -0.538
O -0.993 0.295 -2.578 -0.307
C -5.108 0.051 2.830 0.003
C -3.771 0.656 2.571 -0.245
C -3.351 1.865 3.033 0.050
C -2.074 2.348 2.661 -0.256
N -1.306 1.642 1.844 -0.049
C -1.676 0.409 1.472 -0.761
S -0.557 -0.493 0.614 0.734
N -2.904 -0.059 1.809 0.137
C -1.570 3.623 3.232 -0.048
H -5.624 0.592 3.618 0.092
H -5.013 -0.995 3.125 0.095
H -5.717 0.096 1.925 0.103
H -3.985 2.453 3.678 0.131
H -3.167 -0.972 1.463 0.163
H -1.874 4.460 2.601 0.084
H -0.484 3.618 3.265 0.041
H -1.986 3.764 4.230 0.094
```

Output
- ΔE to the lowest compared entry with this formula, charge and spin (kJ/mol) = 0.0
- HOMO level (eV) = -6.886
- HOMO-LUMO gap (eV) = 5.5036
- spin multiplicity = 1
- LUMO energy (eV) = -1.382
- electronic energy (eV) = -156673.9929

# 8
Density functional theory data (ωB97M-V/def2-TZVPD) for one molecule with the formula C9H17BN3O2P at a distorted geometry.

XYZ file:
```
33
Properties=species:S:1:pos:R:3:lowdin_charge:R:1
C 3.363 0.866 -0.707 -0.106
C 2.309 1.006 -1.797 -0.249
C 1.015 1.707 -1.339 -0.167
C -0.276 0.951 -1.658 -0.196
N -1.117 0.557 -0.518 0.030
C -0.644 -0.471 0.392 -0.376
C 0.393 -1.364 -0.163 -0.208
N 1.225 -2.054 -0.593 0.228
B -0.015 0.151 1.754 -0.435
C -0.860 0.414 3.046 0.022
O 1.335 0.408 1.783 0.144
C -1.806 -1.443 0.773 -0.335
C -3.004 -0.711 1.113 -0.272
N -3.924 -0.017 1.298 0.195
P -2.264 -2.665 -0.558 0.734
O -2.318 -4.027 -0.001 -0.406
H 3.402 1.774 -0.123 0.070
H 3.142 0.015 -0.087 0.047
H 4.331 0.664 -1.141 0.067
H 2.751 1.591 -2.593 0.096
H 2.066 0.056 -2.245 0.083
H 0.981 2.624 -1.907 0.102
H 1.066 2.007 -0.304 0.094
H -0.893 1.649 -2.206 0.114
H -0.093 0.143 -2.360 0.109
H -2.004 0.289 -0.914 0.102
H -1.177 -0.555 3.429 0.080
H -1.772 0.973 2.881 0.067
H -0.259 0.844 3.828 0.067
H 1.452 1.344 1.951 0.114
H -1.476 -2.016 1.623 0.130
H -3.530 -2.233 -1.007 0.028
H -1.397 -2.477 -1.650 0.028
```

Output
- HOMO level (eV) = -9.879
- HOMO-LUMO gap (eV) = 10.1357
- spin multiplicity = 1
- LUMO energy (eV) = 0.257
- SMILES string = CCCCN[C@@](C#N)(B(C)O)[C@@H](C#N)[PH2]=O
- electronic energy (eV) = -28138.8606